27
Properties=species:S:1:pos:R:3:forces:R:3 method="wB97M-V/def2-TZVPD" charge=+1 de_lowest_kcal_mol=0.0 gap_ev=8.46
Pb -0.86775 1.86785 2.39830 0.3683 -0.1711 -0.3162
I 1.11488 -1.11807 2.86129 0.0697 -0.1205 -0.0613
C 0.26168 0.57186 3.76394 -0.1045 0.2800 0.1099
H 1.04585 1.21510 4.14799 0.0457 -0.0994 0.1234
H -0.42702 0.26751 4.54481 0.1046 -0.0695 0.0835
C -2.95641 2.26007 2.00267 0.0014 0.0392 0.0969
H -3.47954 1.31141 2.07109 -0.0902 0.0474 -0.0376
H -2.98578 2.68481 1.00496 -0.0994 0.0051 0.0004
H -3.29007 2.96661 2.75678 -0.1322 0.0068 -0.0622
I 0.75062 3.95057 1.67562 -0.0456 0.0095 0.0535
C 0.03305 1.69067 -1.84972 -0.0405 0.0366 -0.0726
S 0.66042 0.81723 -0.43136 0.1254 -0.0590 0.1462
O -0.56817 0.72140 0.50285 -0.2156 0.1404 -0.0678
C 0.80997 -0.80940 -1.10523 0.0162 -0.0354 -0.0138
C -0.30373 -1.62766 -1.23689 0.0346 -0.0139 -0.0206
C -0.13460 -2.88491 -1.79295 -0.0203 0.0204 0.0177
C 1.12479 -3.30143 -2.21086 -0.0103 -0.0009 -0.0004
C 2.22700 -2.47218 -2.06603 0.0154 0.0154 0.0093
C 2.07678 -1.21451 -1.49861 0.0092 -0.0143 0.0080
H -0.82658 1.15758 -2.25156 -0.0138 0.0206 0.0118
H 0.83869 1.73753 -2.58274 -0.0215 -0.0189 -0.0119
H -0.22986 2.69655 -1.52548 0.0135 -0.0060 0.0100
H -1.27323 -1.29258 -0.89342 -0.0037 -0.0014 -0.0044
H -0.98743 -3.54151 -1.89901 0.0098 -0.0072 -0.0070
H 1.24695 -4.28407 -2.64638 -0.0029 0.0023 0.0056
H 3.20650 -2.80520 -2.38062 -0.0073 -0.0024 -0.0047
H 2.93297 -0.56523 -1.35944 -0.0059 -0.0038 0.0043